# 1
DFT (the ωB97M-V functional and the def2-TZVPD basis) results for a cluster of 12 separate species, C56H128B5F20N7O4 in total in a non-equilibrium geometry.

The geometry in XYZ format:
```
220
Properties=species:S:1:pos:R:3:lowdin_charge:R:1
F 3.325 0.167 -4.586 0.0884
F 4.625 -0.780 -6.041 0.1538
F -0.851 -1.123 -4.728 0.1773
F 1.314 0.103 2.003 0.1257
F 3.490 0.375 2.855 0.0992
F -3.475 1.397 0.943 0.0998
F 4.972 1.287 -5.665 0.1369
F -4.374 -0.451 0.174 0.1208
F 1.073 -5.333 1.203 0.1276
F -1.052 -3.313 -4.746 0.1707
F -4.394 -0.056 2.391 0.1346
F 0.798 -2.319 -4.017 0.1781
F -5.776 1.065 1.150 0.1379
F -0.703 -4.745 -0.021 0.1488
F -1.074 -2.330 -2.785 0.1477
F 1.259 -3.590 -0.263 0.1569
F 0.005 -3.440 1.607 0.1557
F 2.904 -1.532 1.756 0.0886
F 3.019 0.456 0.586 0.0983
F 5.476 -0.253 -3.990 0.1329
O -3.123 -5.785 3.942 0.1365
O 2.939 -5.113 -2.362 -0.1739
O 0.038 -7.210 -4.773 -0.2063
O -0.402 1.145 -1.331 0.1294
N 0.421 -6.594 -1.950 0.1145
N 1.638 -2.147 -7.701 -0.1286
N -3.164 -4.706 1.700 0.0984
N 0.821 -0.919 -1.258 0.1509
N 0.548 -2.902 5.574 -0.1919
N 2.321 4.478 0.990 -0.1537
N -5.168 6.382 5.568 -0.1698
C -6.054 7.902 1.991 -0.0811
C -0.608 -7.944 -5.875 -0.0308
C -5.102 7.362 4.338 -0.0482
C 2.666 -6.297 -3.105 -0.2186
C 5.225 -0.319 -10.961 -0.1034
C -0.370 -2.032 4.619 -0.0858
C -4.914 4.857 5.273 -0.0949
C 3.987 5.128 2.714 -0.1752
C 0.761 -4.955 6.837 -0.1330
C -3.406 2.952 4.164 -0.2003
C -6.028 6.862 3.166 -0.1949
C 0.763 4.550 0.968 -0.0769
C 0.157 5.625 -0.016 -0.1820
C 0.413 -4.243 -7.574 -0.1595
C -6.513 6.519 6.340 -0.0894
C 1.533 -3.788 4.781 -0.0631
C 4.038 -1.235 -10.779 -0.2628
C -2.041 2.900 3.440 -0.0947
C -3.509 4.377 4.746 -0.1809
C 3.386 3.866 3.186 -0.1590
C 1.548 -4.409 -6.635 -0.1582
C 1.821 -4.969 5.710 -0.1261
C 2.423 0.346 6.959 -0.2647
C -6.350 7.688 7.308 -0.1428
C -1.380 -1.128 5.325 -0.1906
C -0.295 -5.699 -2.936 -0.0826
C 0.164 -2.763 -7.710 -0.0562
C -3.252 -3.309 2.235 0.0272
C 1.099 1.760 -7.147 -0.0668
C 2.767 3.231 1.903 -0.0470
C -4.146 6.773 6.682 -0.0925
C 3.000 4.337 -0.409 -0.0708
C 0.664 0.321 -7.435 -0.2010
C 3.051 1.542 6.287 -0.1095
C -2.742 -5.756 2.764 -0.2872
C -1.185 -0.471 0.325 0.0329
C -0.232 -3.888 6.383 -0.1182
C 3.384 -1.154 -9.346 -0.1761
C -0.936 -6.473 -4.098 -0.2181
C 2.499 3.090 -1.261 -0.2237
C 2.460 -3.250 -7.032 -0.0905
C -2.417 -0.637 4.336 -0.0839
C 2.173 -0.813 6.010 -0.1689
C -1.917 -6.876 2.127 0.0365
C -0.284 0.038 -0.809 -0.3028
C 3.080 2.990 -2.637 -0.0776
C 1.687 -0.292 -2.408 0.0403
C 1.732 -7.298 -2.512 -0.0407
C -1.346 5.765 0.149 -0.2697
C 1.302 -1.961 6.551 -0.0845
C -2.006 6.886 -0.627 -0.0961
C -4.830 7.726 7.659 -0.1312
C 3.712 -4.082 -2.958 -0.0588
C 1.624 -0.787 -6.926 -0.0944
C 2.990 5.709 1.714 -0.0857
C 2.148 -2.008 -9.160 -0.1072
B -4.525 0.501 1.156 -1.4172
B 0.405 -4.268 0.606 -1.4249
B -0.539 -2.263 -4.057 -1.5059
B 4.655 0.109 -5.039 -1.4207
B 2.665 -0.129 1.824 -1.2801
H -0.597 -1.089 1.002 0.0606
H 2.281 -5.998 -4.080 0.1057
H 0.426 -4.920 -3.181 0.1256
H 3.324 2.319 7.001 0.0814
H -1.608 7.853 -0.318 0.0740
H 0.669 -4.551 -8.587 0.1278
H -1.677 4.814 -0.268 0.1208
H 1.693 -0.398 5.124 0.1013
H 4.263 -1.395 -8.748 0.1220
H 1.273 -0.133 -3.403 0.0906
H -3.796 5.883 7.207 0.1252
H -1.832 6.789 -1.699 0.0842
H 3.937 1.199 5.751 0.0804
H 0.291 -1.687 -1.644 0.1093
H -1.946 -6.775 1.043 0.0726
H 0.612 -5.946 -1.199 0.1127
H 2.638 -0.395 -6.846 0.1038
H 2.560 -0.939 -2.502 0.0944
H 1.140 -4.702 7.827 0.1127
H -1.266 2.844 4.204 0.0751
H -4.121 -4.850 1.412 0.1804
H 1.343 -1.047 -5.906 0.1052
H 2.308 -7.737 -1.697 0.1313
H 1.315 -1.510 -9.657 0.1209
H 0.288 -5.931 6.950 0.1194
H 1.558 0.846 7.393 0.1084
H 5.065 0.638 -10.465 0.0815
H 2.798 -4.862 6.182 0.1172
H 3.290 -1.051 -11.551 0.1038
H 2.450 2.178 -0.666 0.0785
H 0.321 -1.586 3.904 0.1284
H -3.209 7.101 6.232 0.1301
H 1.920 2.572 2.092 0.1129
H -1.340 0.425 0.926 0.0720
H -1.968 2.100 2.703 0.0549
H -6.978 7.502 8.179 0.1228
H -2.147 -0.856 -0.012 0.0929
H -1.745 -1.581 6.246 0.1176
H 5.400 -0.147 -12.023 0.0736
H 3.629 -3.148 -2.402 0.0903
H -5.155 4.109 6.028 0.1317
H 3.173 -0.089 -9.253 0.1137
H 0.386 3.529 0.898 0.1259
H -2.769 4.479 5.540 0.1048
H 0.149 -8.368 -6.534 0.0924
H -6.089 8.889 2.452 0.0738
H 4.181 3.199 3.521 0.1265
H 3.323 3.992 -2.991 0.0825
H -0.500 -4.649 -7.137 0.1167
H 2.380 -3.009 -9.524 0.1299
H -2.046 -0.344 3.355 0.0806
H -4.741 7.433 8.705 0.1179
H 4.306 -2.283 -10.910 0.1025
H -3.768 -3.459 3.183 0.1033
H -1.741 3.748 2.824 0.0498
H -7.097 6.824 3.379 0.1008
H 1.433 3.289 -1.372 0.0880
H 0.627 6.608 -0.003 0.1153
H 3.303 -3.520 -7.668 0.1336
H -0.808 -2.892 4.114 0.0962
H -0.699 -3.413 7.246 0.1332
H -4.057 7.422 4.033 0.1227
H -2.643 -4.700 0.835 0.1387
H -7.386 6.638 5.697 0.1295
H 3.443 -3.806 -3.978 0.0763
H 1.847 -2.631 7.215 0.1285
H -3.077 6.922 -0.429 0.0653
H -5.774 4.637 4.640 0.1174
H 2.265 6.282 2.292 0.1231
H 2.395 2.503 -3.331 0.0763
H 5.007 5.085 2.332 0.1314
H -0.981 -4.282 5.696 0.1303
H 2.017 0.687 -2.058 0.0553
H -3.252 -1.320 4.176 0.0667
H -1.193 -8.734 -5.403 0.0929
H -3.904 -2.851 1.491 0.1151
H -5.828 5.883 2.730 0.1099
H -5.150 7.824 1.387 0.0632
H 2.528 3.924 3.855 0.1150
H -0.853 -6.836 2.361 0.1007
H 2.706 5.230 -0.961 0.1179
H 1.374 -1.201 -0.461 0.1331
H 0.399 5.331 -1.038 0.1075
H 4.037 2.476 -2.716 0.0949
H 4.058 4.250 -0.161 0.1343
H 2.187 -5.252 -6.900 0.1253
H -6.674 8.631 6.868 0.1136
H 0.278 2.440 -7.372 0.0733
H -6.925 7.808 1.342 0.0830
H -1.108 -5.323 -2.315 0.1293
H 2.858 -2.899 -6.080 0.1163
H -2.411 -7.793 2.450 0.1054
H -0.425 -2.534 -8.598 0.1308
H 2.474 -3.390 4.399 0.1460
H -3.362 2.157 4.909 0.0893
H 0.578 0.021 -8.480 0.0918
H 1.477 1.924 -6.137 0.0718
H 0.568 4.872 1.991 0.1130
H 3.113 -1.177 5.595 0.1286
H 1.816 -5.838 5.051 0.1203
H 6.131 -0.842 -10.657 0.0788
H 4.773 -4.333 -2.971 0.0964
H 0.963 -4.011 3.879 0.1114
H -1.648 -7.092 -3.552 0.1257
H -2.287 -2.810 2.326 0.0827
H -0.218 -7.272 -1.559 0.1642
H -2.867 0.224 4.831 0.0629
H -1.562 5.855 1.214 0.0972
H 3.607 2.751 1.399 0.1238
H 2.371 1.980 5.556 0.0646
H -0.737 -0.264 5.494 0.1075
H 2.982 -0.081 7.791 0.1164
H 0.522 -1.589 7.216 0.1219
H 1.921 2.148 -7.749 0.0757
H -0.346 -2.104 -7.009 0.1099
H 3.435 6.415 1.012 0.1291
H -1.455 -5.729 -4.702 0.1263
H -5.247 8.314 4.848 0.1318
H -6.652 5.560 6.840 0.1302
H -4.591 8.789 7.620 0.1158
H -0.349 0.114 -7.089 0.1003
H 1.522 -8.119 -3.198 0.1294
H -3.043 5.107 4.085 0.0963
H 1.381 -4.263 -5.567 0.0958
H 3.917 5.877 3.503 0.1214
H -1.169 -7.252 -6.504 0.0862
H -4.267 2.774 3.520 0.1178
H 3.595 -6.853 -3.232 0.1406
```

The value obtained for the orbital gap is 8.418 eV. The value obtained for the LUMO energy is -4.497 eV. Its net charge is +2. For the HOMO energy, the calculation gives -12.915 eV.



# 2
DFT (the ωB97M-V functional and the def2-TZVPD basis) results for a structure of composition C25H27N3O3Sn in a non-equilibrium geometry.

The geometry in XYZ format:
```
59
Properties=species:S:1:pos:R:3:nbo_charge:R:1
Sn 9.042 13.886 8.585 1.5177
O 10.359 14.509 7.021 -0.9100
O 9.985 11.936 8.389 -0.8741
O 9.948 17.133 6.332 -0.5402
N 11.984 12.050 9.635 -0.4515
N 10.941 14.214 9.779 -0.7066
N 11.898 13.420 9.241 0.0119
C 11.930 7.931 10.190 -0.2181
C 11.371 15.389 7.150 0.3590
C 12.319 17.470 6.343 -0.2392
C 9.824 12.924 11.635 -0.6357
C 9.687 7.857 9.367 -0.2095
C 10.065 15.475 11.503 -0.6121
C 10.918 9.943 9.350 -0.1391
C 10.724 14.104 11.232 0.1006
C 11.216 16.702 6.613 0.2832
C 6.885 16.592 8.227 -0.2198
C 10.946 11.385 9.087 0.6097
C 9.775 9.192 9.002 -0.1736
C 6.038 15.658 7.652 -0.2238
C 12.664 14.988 7.589 -0.2018
C 5.379 14.893 9.852 -0.2188
C 7.005 16.654 9.612 -0.2274
C 12.016 9.295 9.954 -0.1597
C 5.347 14.753 8.462 -0.2056
C 12.834 13.843 8.404 0.1646
C 12.096 13.985 11.903 -0.6393
C 9.503 16.838 5.004 -0.2453
C 6.178 15.853 10.411 -0.2112
C 13.595 16.928 6.556 -0.2496
C 10.746 7.237 9.979 -0.2022
C 13.816 15.731 7.151 -0.1682
H 10.605 16.309 10.999 0.2303
H 8.842 12.934 11.098 0.2003
H 14.501 17.500 6.253 0.2123
H 7.720 17.356 10.086 0.2245
H 9.022 9.666 8.369 0.2351
H 12.232 18.457 5.916 0.2238
H 8.414 16.897 5.023 0.1875
H 10.044 15.737 12.546 0.2117
H 12.745 14.844 11.600 0.2160
H 9.007 15.498 11.174 0.2087
H 5.908 15.697 6.554 0.2208
H 4.701 13.990 8.043 0.2176
H 6.119 16.053 11.467 0.2149
H 8.729 7.342 9.228 0.2140
H 11.979 14.018 13.018 0.2122
H 4.738 14.285 10.497 0.2191
H 12.605 13.026 11.644 0.2391
H 10.350 11.962 11.501 0.2347
H 12.893 9.878 10.245 0.2391
H 13.759 13.262 8.329 0.2196
H 9.839 15.829 4.681 0.1928
H 7.504 17.276 7.610 0.2354
H 10.689 6.198 10.301 0.2144
H 9.621 13.014 12.740 0.2172
H 12.760 7.401 10.624 0.2116
H 14.784 15.342 7.325 0.2126
H 9.915 17.569 4.292 0.1704
```

The value obtained for the orbital gap (spin up / spin down) is 7.224 / 7.223 eV. As for the energy above the lowest of the compared OMol25 structures with the same formula, charge and spin: 0.0 kcal/mol. The value obtained for the LUMO energy (spin up / spin down) is -0.241 / -0.241 eV. Its net charge is 0. For the HOMO energy (spin up / spin down), the calculation gives -7.465 / -7.464 eV.